Below is the molecule C3H7NO2, with properties calculated with ωB97M-V/def2-TZVPD.

Geometry (Å):
O1 -1.64710 1.15334 0.86934
C1 -0.85884 1.60082 0.05086
N1 -0.09678 0.84101 -0.76861
C2 -0.11968 -0.61448 -0.70026
C3 0.81190 -1.16729 0.37494
O2 0.54820 -0.67470 1.66491
H1 -0.70138 2.68435 -0.08542
H2 0.61593 1.29476 -1.31951
H3 -1.15216 -0.91757 -0.50181
H4 0.16771 -1.00976 -1.68006
H5 0.71867 -2.26415 0.37768
H6 1.85278 -0.93017 0.09954
H7 -0.13926 0.00384 1.61840

Cartesian forces (eV/Å) of the 2 atoms listed first:
0.31 0.14 -0.22
-0.08 0.00 0.04

Properties
**Maximum force**: 0.4 eV Å⁻¹
**HOMO-LUMO gap**: 10.78 eV
**SMILES string**: O=CNCCO
**Net charge**: 0
**HOMO level**: -10.041 eV
**M**: 89.09 g/mol